Entry from the OMol25 dataset: a 2-piece molecular cluster, C4H10N2O4 overall (ωB97M-V/def2-TZVPD).

Each line ends with the natural charge from an NBO analysis.
Element x y z (Å)
O: 0.215 1.087 1.463  -0.643
O: -2.920 0.293 -1.531  -0.577
O: -1.362 1.604 -0.524  -0.714
O: -2.683 0.174 0.682  -0.723
N: 1.508 -1.122 -0.948  -0.675
N: 0.483 -0.560 -0.151  -0.321
C: 0.882 0.672 0.538  0.739
C: -2.206 0.446 -0.573  0.976
C: -0.284 -1.555 0.590  -0.442
C: 2.127 1.337 0.028  -0.718
H: -3.623 -0.051 0.635  0.507
H: 2.197 2.335 0.454  0.234
H: 2.988 0.754 0.347  0.247
H: 2.137 1.422 -1.055  0.245
H: -0.830 -1.066 1.391  0.254
H: 0.354 -2.323 1.027  0.177
H: -0.887 -2.092 -0.147  0.202
H: 1.765 -2.076 -0.702  0.354
H: -1.088 1.814 0.403  0.516
H: 1.228 -1.091 -1.927  0.362

Output
Spin multiplicity: 1
ΔE to the lowest compared entry with this formula, charge and spin in eV: 1.7227
SMILES: CC(=O)N(C)N.O=C(O)O

---

Entry from the OMol25 dataset: C40H30BrCaF4I2N3O2P2S3 as an isolated structure (ωB97M-V/def2-TZVPD).

Each line ends with the Mulliken charge.
Element x y z (Å)
I: 6.515 1.343 4.957  -0.885
I: 4.983 0.821 1.991  -0.091
Br: -2.396 1.681 -0.432  -0.071
Ca: 2.024 1.915 -0.954  1.757
S: 1.701 2.791 1.686  -0.273
S: 2.652 5.554 2.505  -0.119
S: 4.031 0.384 -0.196  -0.534
P: -0.654 0.135 1.922  0.642
P: 0.186 -0.431 -2.463  1.667
F: -2.656 -1.576 3.698  -0.371
F: -6.616 -0.517 1.516  -0.322
F: -5.279 -1.834 3.449  -0.332
F: -5.304 1.060 -0.201  -0.354
O: 2.206 1.510 -2.948  -0.687
O: 3.834 0.117 -3.682  -0.701
N: 1.728 5.062 0.191  -1.245
N: -0.547 3.145 -2.988  0.035
N: 1.380 4.252 -0.867  0.336
C: -0.565 -2.978 1.740  -0.461
C: 0.307 4.167 -3.030  0.530
C: 0.434 0.732 6.361  -0.508
C: -0.966 -3.215 0.260  -0.762
C: -5.295 -0.386 1.616  0.696
C: -3.239 -0.901 2.704  0.099
C: -0.088 -1.519 1.402  1.190
C: 2.000 4.420 1.308  0.347
C: -2.411 -0.970 -3.441  -0.007
C: -0.848 2.538 -4.138  0.069
C: 0.878 4.623 -4.217  -0.685
C: 0.101 -0.793 4.530  0.118
C: -0.031 1.776 5.574  -0.611
C: 1.729 -3.954 0.911  -0.068
C: -4.612 -1.048 2.602  0.176
C: 0.569 3.974 -5.397  -0.336
C: -4.603 0.419 0.738  0.149
C: 3.288 4.473 3.808  -0.453
C: -0.408 1.537 4.260  -0.724
C: -0.291 -4.356 -0.433  -0.978
C: 0.957 -4.699 -0.130  -0.857
C: 0.897 -3.359 2.082  -0.518
C: 1.579 -0.682 -3.649  -0.821
C: -3.116 -3.007 -4.511  -0.500
C: 1.380 -1.923 1.726  -0.791
C: 2.682 0.385 -3.407  -0.032
C: 0.658 4.829 -1.745  -1.124
C: -0.343 0.251 3.722  0.799
C: 2.214 -2.478 0.538  -1.095
C: -3.229 0.554 0.836  0.167
C: 1.863 -1.920 -0.800  -0.950
C: -1.861 -3.559 -4.263  -0.647
C: -1.139 -1.496 -3.221  0.394
C: -0.319 2.907 -5.360  -0.784
C: 0.617 -1.539 -1.090  0.101
C: -2.501 -0.117 1.829  -0.219
C: 0.491 -0.554 5.839  -0.797
C: -0.480 -1.742 -0.093  -1.771
C: -0.886 -2.811 -3.617  -0.478
C: -3.396 -1.719 -4.083  -0.876
H: -3.870 -3.585 -5.033  0.365
H: 0.361 5.867 -1.596  0.486
H: -0.716 2.363 3.628  0.374
H: -0.596 2.371 -6.258  0.425
H: 0.140 -1.803 4.140  0.069
H: 2.563 -4.553 1.272  0.437
H: 1.574 5.451 -4.192  0.462
H: 1.027 4.282 -6.329  0.389
H: 2.601 3.648 3.974  -0.015
H: -2.635 0.033 -3.093  0.270
H: 4.265 4.073 3.543  0.235
H: -0.843 -4.884 -1.205  0.448
H: 1.064 -3.810 3.060  0.430
H: 0.083 -3.250 -3.401  0.332
H: -0.058 2.785 5.969  0.432
H: 1.999 -1.682 -3.613  0.527
H: 2.677 -1.755 -1.497  0.759
H: -2.046 -3.293 0.135  0.720
H: 1.925 -1.287 2.420  0.704
H: -1.322 -3.215 2.484  0.440
H: -1.544 1.707 -4.071  0.301
H: 3.371 5.085 4.707  0.321
H: 1.448 -5.518 -0.651  0.339
H: -1.350 -1.147 -0.384  0.253
H: -4.378 -1.291 -4.255  0.434
H: 3.279 -2.353 0.707  0.808
H: -1.644 -4.574 -4.578  0.405
H: 0.777 0.922 7.372  0.366
H: 0.860 -1.371 6.448  0.414
H: 1.188 -0.488 -4.651  0.638

Output
Charge: -2
Spin multiplicity: 1
ΔE to the lowest compared entry with this formula, charge and spin in eV: 2.7500

---

Entry from the OMol25 dataset: C29H26B2F4N7O8S2Ta as an isolated structure (ωB97M-V/def2-TZVPD).

Each line ends with the Mulliken charge.
Element x y z (Å)
Ta: 0.496 -0.014 -0.216  0.375
S: -1.127 -0.062 -2.158  -0.513
S: 0.312 3.591 -0.985  0.978
F: 3.116 -2.170 -2.206  -0.355
F: 2.275 0.804 4.054  -0.315
F: 3.564 -0.088 2.324  -0.388
F: 1.969 -2.185 -4.240  -0.297
O: 1.990 -0.253 -2.972  -0.759
O: -0.146 4.197 0.216  -0.623
O: 1.910 1.525 1.882  -0.414
O: -0.878 0.185 1.088  -0.629
O: 1.695 3.665 -1.354  -0.547
O: 1.337 -0.773 2.647  -0.650
O: 0.769 -2.307 -2.262  -0.366
O: -2.042 -2.111 0.359  0.209
N: 2.054 1.204 0.575  0.778
N: -0.113 1.937 -0.962  0.131
N: -2.463 -0.887 2.395  -1.257
N: 0.800 -2.047 -0.932  1.969
N: -2.867 -1.701 1.397  0.741
N: 2.096 0.276 -1.729  0.757
N: 1.291 -1.291 1.413  0.254
C: -0.887 1.617 -1.981  1.368
C: -0.631 2.614 5.422  -0.464
C: 4.117 1.457 -2.468  -1.876
C: -2.814 -2.964 -0.391  0.932
C: -4.071 -3.110 0.190  0.484
C: -0.731 3.913 -2.372  0.361
C: -1.307 2.727 -2.821  0.070
C: -2.375 3.934 -4.564  -0.649
C: 3.062 1.095 -1.503  0.631
C: 4.138 2.458 0.455  -2.110
C: -1.552 0.016 2.230  -0.073
C: 1.490 -3.530 2.390  -1.931
C: -4.668 -4.581 -1.564  -0.678
C: -2.430 -3.583 -1.567  -0.384
C: -0.393 3.016 4.115  -0.810
C: -1.797 5.111 -4.099  -0.618
C: 1.623 -4.326 -0.596  -1.879
C: -1.480 0.506 4.651  -0.669
C: -1.226 0.905 3.335  0.784
C: -5.031 -3.942 -0.404  -1.083
C: -4.037 -2.282 1.333  -0.601
C: -0.679 2.160 3.068  0.157
C: -1.172 1.360 5.690  -0.778
C: -2.136 2.721 -3.930  -0.768
C: 1.191 -2.989 -0.144  0.476
C: -3.393 -4.398 -2.134  -0.927
C: -0.955 5.122 -2.987  -0.800
C: 3.055 1.629 -0.105  0.652
C: 1.306 -2.568 1.280  0.351
B: 2.029 -1.762 -2.967  0.665
B: 2.349 0.378 2.784  0.947
H: 1.438 -5.082 0.163  0.570
H: 4.926 1.792 0.823  0.377
H: -1.347 1.053 6.711  0.442
H: 4.029 2.519 -2.715  0.390
H: -1.894 -0.474 4.848  0.481
H: 2.703 -4.274 -0.778  0.338
H: 4.556 3.111 -0.307  0.542
H: -4.768 -2.069 2.098  0.589
H: 3.768 3.034 1.299  0.416
H: 0.019 3.995 3.911  0.499
H: -5.373 -5.234 -2.060  0.430
H: 5.095 1.310 -2.006  0.423
H: -0.495 2.481 2.053  0.455
H: 2.471 -4.003 2.294  0.438
H: 1.154 -4.589 -1.540  0.398
H: -2.581 1.802 -4.290  0.540
H: -1.464 -3.429 -2.030  0.643
H: -2.000 6.040 -4.614  0.439
H: -0.503 6.038 -2.633  0.546
H: -6.011 -4.070 0.033  0.479
H: 4.035 0.863 -3.371  0.439
H: -0.393 3.279 6.241  0.445
H: -3.017 3.966 -5.434  0.446
H: 1.437 -3.021 3.347  0.410
H: 0.741 -4.321 2.338  0.468
H: -3.159 -4.912 -3.058  0.501

Output
Charge: +2
Spin multiplicity: 1
ΔE to the lowest compared entry with this formula, charge and spin in eV: 0.9139

---

Calculated electronic energy, -568.84807, -7980.90634, -3408.21823 hartree (same order as the records).
Calculated HOMO-LUMO gap, 9.670, 5.000, 5.882 eV (same order as the records).